i.
Density functional theory data (ωB97M-V with the def2-TZVPD basis set) for an isolated molecule of C4H3NO.

```
! RIJCOSX wB97M-V def2-TZVPD def2/J DEFGRID3
* xyz 0 1
N -2.58189 -0.95321 0.11639
C -1.60983 -0.29502 -0.10999
C -0.68185 0.80293 -0.05705
C 0.71002 0.57295 0.01563
C 1.27503 -0.78424 0.05547
O 0.42429 -1.64327 -0.17813
H -1.15833 1.72013 -0.22787
H 1.21254 1.49796 -0.06057
H 2.41002 -0.91823 0.44611
*
```

Values from the calculation:
* orbital gap: 9.09 eV
* M: 81.07 g mol⁻¹

ii.
Density functional theory data (ωB97M-V with the def2-TZVPD basis set) for an isolated molecule of C4H3NO.

```
! RIJCOSX wB97M-V def2-TZVPD def2/J DEFGRID3
* xyz 0 1
C 1.95227 -1.00383 0.52936
C 2.38498 0.07589 -0.06909
C -0.37805 -0.44688 0.13878
C -1.59894 0.18315 -0.11155
N 0.64407 -0.93422 0.38503
O 2.67414 1.16879 -0.39087
H -2.24581 -0.41208 -0.68247
H -1.28871 1.08968 -0.70711
H -2.14396 0.27951 0.90792
*
```

Values from the calculation:
* orbital gap: 8.40 eV
* M: 81.07 g mol⁻¹

iii.
Density functional theory data (ωB97M-V with the def2-TZVPD basis set) for an isolated molecule of C4H3NO.

```
! RIJCOSX wB97M-V def2-TZVPD def2/J DEFGRID3
* xyz 0 1
C 2.01545 0.10047 -0.18009
C 0.83078 0.07096 -0.39115
C -0.63415 -0.09467 -0.40856
O -1.36451 1.09659 -0.52606
C -0.92938 -0.85428 0.83856
N -1.05545 -1.45925 1.81527
H 3.06033 0.09999 0.03820
H -0.93927 -0.71337 -1.25908
H -0.98379 1.75355 0.07292
*
```

Values from the calculation:
* orbital gap: 11.57 eV
* M: 81.07 g mol⁻¹

Energy relative to the most stable one, in kJ/mol: i 0.0; ii 195.5; iii 34.6

i.
Density functional theory data (ωB97M-V with the def2-TZVPD basis set) for an isolated molecule of C4H3NO.

```
! RIJCOSX wB97M-V def2-TZVPD def2/J DEFGRID3
* xyz 0 1
C -0.59517 0.33338 2.01143
C -0.51963 0.24442 0.81407
C -0.33782 0.13060 -0.65242
O -0.39434 -1.20372 -1.11392
C 1.01746 0.53394 -1.01612
N 2.16387 0.45069 -1.13600
H -0.64447 0.43846 3.07966
H -1.13297 0.68258 -1.15949
H 0.44307 -1.61037 -0.82722
*
```

Values from the calculation:
* orbital gap: 11.80 eV
* M: 81.07 g mol⁻¹

ii.
Density functional theory data (ωB97M-V with the def2-TZVPD basis set) for an isolated molecule of C4H3NO.

```
! RIJCOSX wB97M-V def2-TZVPD def2/J DEFGRID3
* xyz 0 1
C 2.06970 0.37297 -0.06289
C 0.91603 0.06470 -0.20431
C -0.50833 -0.27093 -0.38376
O -1.28282 0.81686 -0.81839
C -1.05232 -0.84670 0.87631
N -1.49728 -1.26616 1.85718
H 3.09709 0.63851 0.06577
H -0.60771 -1.03516 -1.16280
H -1.15294 1.54723 -0.19579
*
```

Values from the calculation:
* orbital gap: 11.72 eV
* M: 81.07 g mol⁻¹

Energy relative to the most stable one, in kJ/mol: i 25.0; ii 0.0

i.
Density functional theory data (ωB97M-V with the def2-TZVPD basis set) for a cluster of 4 separate species, C4H16O3 in total.

```
! RIJCOSX wB97M-V def2-TZVPD def2/J DEFGRID3
* xyz 0 1
C 1.75145 -1.44823 -0.49944
C 2.45232 -0.12886 -0.72916
C 1.65417 1.09807 -0.21592
C 2.51181 2.37581 -0.25011
H 1.66478 -1.73531 0.54969
H 2.24601 -2.28553 -1.00285
H 0.71326 -1.38188 -0.83217
H 2.49593 0.01249 -1.80753
H 3.43642 -0.04569 -0.27170
H 1.24285 0.89149 0.76187
H 0.90677 1.21569 -1.00218
H 3.40828 2.27856 -0.86434
H 2.77448 2.79928 0.72130
H 1.86556 3.17257 -0.62175
O -1.86622 0.99663 0.12918
H -1.74155 0.65626 1.02611
H -1.39197 1.83283 0.09796
O -2.78930 -1.64718 -0.69075
H -3.35088 -1.93996 -1.41772
H -2.28678 -0.87995 -0.99985
O -2.45535 -0.99149 2.06513
H -2.99097 -1.13691 1.26170
H -2.42967 -1.87310 2.44980
*
```

Values from the calculation:
* orbital gap: 11.62 eV
* M: 112.17 g mol⁻¹

ii.
Density functional theory data (ωB97M-V with the def2-TZVPD basis set) for a cluster of 4 separate species, C4H16O3 in total.

```
! RIJCOSX wB97M-V def2-TZVPD def2/J DEFGRID3
* xyz 0 1
C -0.17159 1.70606 0.36621
C 0.17070 0.17643 0.56352
C -0.50108 -0.74091 -0.43253
C -1.61543 -1.68808 0.18805
H 0.35320 2.13098 -0.48042
H 0.24885 2.33154 1.29344
H -1.23004 1.86648 0.21553
H -0.26632 -0.00795 1.62808
H 1.21778 0.00870 0.68926
H -0.97071 -0.15424 -1.24506
H 0.31668 -1.32568 -0.96186
H -2.21482 -2.20743 -0.61822
H -2.28061 -0.98484 0.69954
H -1.18997 -2.45840 0.93924
O 1.85072 0.89533 -2.71276
H 2.48102 0.32162 -2.33202
H 1.02030 0.57421 -2.26562
O -2.10266 0.99850 2.84038
H -1.86016 1.73357 2.29898
H -2.87049 1.29601 3.36904
O 2.80389 -1.37057 -1.31150
H 3.18707 -2.17194 -1.72851
H 3.62367 -0.92940 -1.00276
*
```

Values from the calculation:
* orbital gap: 11.10 eV
* M: 112.17 g mol⁻¹

Energy relative to the most stable one, in kJ/mol: i 0.0; ii 72.6

i.
Density functional theory data (ωB97M-V with the def2-TZVPD basis set) for a cluster of 5 separate species, C24H59N5O2 in total.

```
! RIJCOSX wB97M-V def2-TZVPD def2/J DEFGRID3
* xyz 0 1
C 16.20290 -5.26956 -1.81219
C 15.06398 -6.29050 -1.52011
N 15.14930 -6.92882 -0.21430
C 15.44298 -6.00226 0.88102
C 15.25031 -6.59278 2.28828
C 15.94937 -8.16494 -0.20792
C 15.01529 -9.37198 -0.31487
H 17.16450 -5.64658 -1.46264
H 15.93756 -4.34810 -1.30184
H 16.32454 -5.10910 -2.88369
H 14.11561 -5.74836 -1.55344
H 15.00815 -7.06377 -2.28500
H 16.41927 -5.51388 0.79171
H 14.69423 -5.21061 0.76827
H 15.55238 -7.63934 2.30231
H 15.97597 -6.10112 2.93999
H 14.25030 -6.39749 2.65955
H 16.54143 -8.25529 0.70439
H 16.67679 -8.14627 -1.02746
H 14.85102 -9.55615 -1.38037
H 14.11524 -9.27195 0.28097
H 15.50793 -10.28891 0.03632
C 14.99132 -16.39943 3.00669
C 13.48060 -16.21785 3.09748
N 12.94088 -15.43377 1.98233
C 13.23567 -15.98141 0.68328
C 12.77971 -17.40295 0.36321
C 11.50372 -15.21262 2.17795
C 11.17835 -14.30389 3.36913
H 15.44172 -15.42497 2.81528
H 15.22719 -17.03090 2.14382
H 15.50990 -16.85255 3.84853
H 12.94806 -17.15903 3.27668
H 13.31577 -15.59219 3.97664
H 12.95859 -15.34355 -0.16317
H 14.33124 -15.95848 0.54897
H 13.41075 -17.88034 -0.38568
H 12.75532 -18.07922 1.22023
H 11.75512 -17.35763 -0.01764
H 10.96528 -16.15891 2.34123
H 11.14001 -14.79886 1.23539
H 10.22638 -13.80186 3.17730
H 11.85365 -13.45160 3.47729
H 11.15660 -14.86711 4.29761
C 23.31258 -8.30344 4.17280
C 22.41997 -9.51864 4.37601
N 21.75158 -9.94549 3.15552
C 21.21659 -11.30056 3.17262
C 19.89223 -11.46883 3.91360
C 20.89574 -8.96123 2.51767
C 20.58668 -9.27858 1.04530
H 22.75115 -7.38666 4.33077
H 23.89945 -8.37072 3.25696
H 24.10853 -8.31266 4.92767
H 22.97891 -10.38264 4.74448
H 21.68637 -9.32052 5.17635
H 21.07307 -11.58625 2.12289
H 22.01063 -11.96948 3.51283
H 19.15431 -10.80499 3.46771
H 19.59650 -12.50650 4.02783
H 20.08654 -11.03989 4.90621
H 21.44188 -8.01500 2.58652
H 19.98358 -8.69276 3.07742
H 19.72442 -9.94183 0.98896
H 21.43213 -9.80251 0.60133
H 20.44107 -8.32196 0.54932
C 16.22549 -13.41213 0.16698
N 15.52559 -13.25948 1.40953
C 15.73260 -12.26268 2.30361
C 14.73236 -12.19261 3.43581
O 16.63982 -11.44412 2.25045
H 16.79257 -12.52164 -0.10201
H 15.56326 -13.63416 -0.66997
H 16.94165 -14.23662 0.26403
H 14.63553 -13.72177 1.54501
H 14.25339 -11.22681 3.55075
H 15.23839 -12.48603 4.35836
H 13.96678 -12.96766 3.31625
C 13.56247 -14.02209 -2.96524
N 12.24875 -13.41608 -3.18322
C 11.08401 -13.90808 -2.74848
C 9.83603 -13.23461 -3.28846
O 10.95946 -14.87774 -2.00816
H 14.18746 -13.84491 -3.83113
H 13.45873 -15.04767 -2.62214
H 13.98504 -13.50818 -2.09253
H 12.18948 -12.64153 -3.82032
H 9.86163 -12.14228 -3.30192
H 8.96317 -13.50065 -2.69996
H 9.68384 -13.60871 -4.30350
*
```

Values from the calculation:
* orbital gap: 8.21 eV
* M: 449.77 g mol⁻¹

ii.
Density functional theory data (ωB97M-V with the def2-TZVPD basis set) for a cluster of 5 separate species, C24H59N5O2 in total.

```
! RIJCOSX wB97M-V def2-TZVPD def2/J DEFGRID3
* xyz 0 1
C 4.71417 1.22818 -3.39103
C 6.10514 1.81250 -2.97519
N 6.12753 2.04561 -1.57647
C 6.62419 0.74315 -1.00277
C 6.60484 0.65610 0.54999
C 7.03826 3.16078 -1.22798
C 6.40421 4.55038 -1.59252
H 4.77691 0.90338 -4.42963
H 4.01287 2.06045 -3.33116
H 4.32787 0.40318 -2.79249
H 6.94107 1.18583 -3.28600
H 6.19841 2.76855 -3.49033
H 6.14242 -0.10478 -1.48960
H 7.66949 0.56259 -1.25351
H 7.34966 1.32955 0.97402
H 5.62658 1.03529 0.84548
H 6.79980 -0.30661 1.02251
H 7.96865 3.13914 -1.79544
H 7.22587 3.07610 -0.15759
H 7.06716 5.37284 -1.32390
H 5.51574 4.70705 -0.98082
H 6.17476 4.61555 -2.65610
C -2.69770 -0.91582 -2.34533
C -3.95152 -0.84461 -1.41612
N -5.08926 -1.52283 -2.08688
C -5.06916 -2.98093 -2.01496
C -6.01791 -3.70490 -3.11630
C -6.32738 -1.08504 -1.48131
C -6.99239 -0.00093 -2.29107
H -1.98728 -0.09966 -2.21388
H -2.89587 -0.95843 -3.41632
H -2.03066 -1.77360 -2.25951
H -3.59994 -1.10099 -0.41674
H -4.21723 0.20779 -1.31640
H -4.05477 -3.14835 -2.37703
H -5.06660 -3.30157 -0.97319
H -5.75445 -3.24602 -4.06925
H -5.80181 -4.77272 -3.15028
H -7.05676 -3.56074 -2.81945
H -6.20546 -0.76935 -0.44517
H -7.07961 -1.82408 -1.20552
H -7.98408 0.29417 -1.94819
H -7.22743 -0.47206 -3.24548
H -6.51704 0.97972 -2.26959
C 2.72828 0.63296 1.23389
C 1.18601 0.80936 1.34644
N 0.44152 -0.39271 1.63499
C -0.98401 -0.20471 1.85325
C -1.24169 0.67661 3.13785
C 0.65345 -1.45366 0.62598
C 0.55006 -1.11746 -0.88158
H 3.20571 0.40334 2.18648
H 3.13794 1.60499 0.95923
H 3.01319 -0.09602 0.47525
H 0.98408 1.56127 2.10931
H 0.75736 1.34043 0.49655
H -1.47842 0.26844 1.00484
H -1.60008 -1.09167 2.00107
H -2.32578 0.65222 3.24858
H -0.84692 0.22279 4.04686
H -0.86650 1.69541 3.04095
H 0.04923 -2.32270 0.88634
H 1.63059 -1.93431 0.67367
H -0.39149 -0.59347 -1.04596
H 0.45429 -2.00927 -1.50094
H 1.31389 -0.41846 -1.22226
C 0.70356 -5.86740 3.76912
N 0.99150 -5.01849 4.85165
C 0.89202 -3.70777 4.98820
C 0.69536 -2.81195 3.82866
O 0.91745 -3.32834 6.12091
H 0.95125 -6.78725 4.29887
H 1.31295 -5.64128 2.89412
H -0.32391 -5.89618 3.40638
H 1.10510 -5.48162 5.74199
H 1.51448 -2.09696 3.90577
H -0.29156 -2.37976 3.99385
H 0.63580 -3.30990 2.86087
C -2.39065 5.02217 0.81841
N -3.16305 3.91214 0.15890
C -4.35828 3.52173 0.62682
C -4.68481 2.22214 -0.04175
O -5.05025 4.07238 1.49064
H -1.66732 4.64918 1.54351
H -3.10770 5.68626 1.30103
H -1.77061 5.64736 0.17593
H -2.66718 3.45240 -0.59133
H -5.26912 1.76096 0.75449
H -3.74837 1.66735 -0.09997
H -5.38859 2.13564 -0.86959
*
```

Values from the calculation:
* orbital gap: 8.98 eV
* M: 449.77 g mol⁻¹

Energy relative to the most stable one, in kJ/mol: i 0.0; ii 244.9